The following is a DFT calculation (wB97M-V/def2-TZVPD) of a structure of composition C17H39NdOP3Se in a non-equilibrium geometry.

Structure (ORCA input):
```
! wB97M-V def2-TZVPD RIJCOSX def2/J DEFGRID3
* xyz 3 4
O 1.11 -2.12 1.93
H -2.37 2.16 -0.05
C -3.27 -3.06 0.10
H 1.45 -1.48 2.59
H 3.98 2.05 0.88
H 1.45 4.13 2.54
H -0.05 -3.27 0.04
H -3.79 -4.68 -1.24
H 5.15 -1.08 0.32
H -2.05 -0.25 -2.47
H -2.43 -3.63 0.53
P 0.68 1.89 2.05
H 3.81 -2.02 1.02
H 0.27 3.01 -2.95
H 1.46 0.75 4.05
C 1.89 1.51 3.39
H -0.93 1.70 3.87
H 0.37 -2.57 -1.81
H -5.39 -3.29 -2.55
C 1.32 3.56 1.61
C -4.00 -3.65 -0.94
C -4.92 -2.89 -1.66
H 1.09 3.14 -1.37
H 1.55 1.85 -2.49
C 3.91 1.63 -0.13
H -0.32 -4.50 -2.79
C 0.71 2.44 -2.12
H -0.30 3.37 3.72
C -0.04 -3.32 -1.09
C -1.65 2.63 -0.73
H 4.92 1.55 -0.55
H -1.55 2.77 2.59
H -3.31 0.45 1.87
C -0.66 2.49 3.17
Nd 0.47 -1.13 -0.12
C -0.41 -4.47 -1.69
H -4.76 -0.01 0.14
C -4.55 -1.03 -0.17
H -0.75 -5.37 -1.18
P -0.53 1.33 -1.35
Se -2.46 -0.79 1.86
H 3.07 0.12 -2.55
C -3.55 -1.74 0.50
H 2.28 3.48 1.08
C -5.23 -1.58 -1.26
P 3.06 0.02 -0.10
H -2.02 1.36 -3.25
C 4.21 -1.01 0.88
H 2.65 -1.52 -1.97
H 2.10 2.42 3.97
H 2.81 1.13 2.95
H -0.67 0.18 -3.50
C -1.40 0.58 -2.78
H 4.35 -0.96 -1.93
H -5.99 -1.01 -1.78
H 0.85 -2.95 2.38
C 3.30 -0.65 -1.79
H 3.33 2.32 -0.75
H 4.40 -0.58 1.87
H -1.10 3.39 -0.16
H -2.17 3.10 -1.58
H 0.61 4.09 0.97
*
```

Calculated values
Gap between HOMO and LUMO (alpha / beta) = 0.2220 / 0.2455 Ha
HOMO level (alpha / beta) = -16.681 / -16.686 eV
Relative energy (zero: lowest compared OMol25 entry of this formula, charge and spin) = 0.00 kcal/mol
<S²> = 3.76
E = -128771.518 eV
E_LUMO (alpha / beta) = -10.64 / -10.01 eV

Mulliken analysis output, partial charges in e: -0.367 0.173 -0.144 0.285 0.388 0.552 0.126 0.438 0.482 0.325 0.685 0.826 0.396 0.512 0.416 -1.340 0.404 0.188 0.452 -1.449 -0.851 -0.454 0.220 0.269 -1.265 0.297 -1.132 0.455 0.108 -1.095 0.527 0.330 0.185 -1.347 0.589 -0.549 0.363 -0.401 0.339 0.813 -0.148 0.317 0.366 0.273 -0.749 0.941 0.441 -1.370 0.471 0.459 0.271 0.410 -1.140 0.452 0.433 0.307 -1.315 0.280 0.357 0.282 0.503 0.414